No. 1
DFT (ωB97M-V with the def2-TZVPD basis set) results for C19H44NO2P2Zr as an isolated structure.

Geometry as XYZ:
```
69
Properties=species:S:1:pos:R:3:nbo_charge:R:1
Zr -0.33951 -0.10520 0.09898 1.886
P -1.05565 1.48241 -1.87595 0.824
P 1.28412 -1.70121 1.37620 0.810
N 1.12683 -0.72504 -1.59424 -0.749
C -0.39838 0.47366 -3.28150 -0.747
H -1.27716 0.15141 -3.85952 0.285
H 0.17396 1.15583 -3.92826 0.290
C 0.44480 -0.77612 -2.94791 -0.220
H -0.15526 -1.70072 -2.93556 0.210
H 1.21862 -0.91546 -3.72053 0.257
C 2.11949 -1.87640 -1.35737 -0.225
H 3.12599 -1.42749 -1.27287 0.242
H 2.10361 -2.50761 -2.25776 0.254
C 1.76554 -2.70162 -0.11496 -0.714
H 2.62381 -3.32136 0.19455 0.297
H 0.92122 -3.36989 -0.35038 0.246
C 0.69210 -2.87455 2.67464 -0.495
C -0.83400 -2.99942 2.59762 -0.610
H -1.17024 -3.45391 1.65667 0.212
H -1.32663 -2.02081 2.71478 0.188
H -1.19266 -3.63900 3.41500 0.275
C 2.94827 -1.06206 1.82141 -0.487
C 2.80162 0.06288 2.84854 -0.608
H 3.60031 0.79609 2.68261 0.259
H 2.89543 -0.32636 3.86981 0.244
H 1.84589 0.59800 2.75516 0.182
C -0.30396 3.15962 -2.05881 -0.485
C -0.91020 4.16410 -1.07031 -0.611
H -0.26974 5.05636 -1.05101 0.266
H -0.95898 3.77874 -0.04544 0.199
H -1.91007 4.48634 -1.38748 0.226
C -2.89399 1.63057 -2.00676 -0.495
C -3.47472 2.19025 -0.69922 -0.605
H -4.48420 1.78330 -0.55110 0.251
H -3.54713 3.28365 -0.73791 0.259
H -2.88858 1.91844 0.19299 0.177
C -0.50558 1.24194 1.71685 0.370
C 3.92031 -2.17666 2.26321 -0.636
H 3.46768 -3.17858 2.28565 0.212
H 4.77699 -2.21754 1.57509 0.252
H 4.32540 -1.95511 3.26097 0.258
C -0.28674 3.73822 -3.48615 -0.635
H -0.54953 4.80576 -3.45232 0.261
H 0.71835 3.66098 -3.91991 0.244
H -0.98879 3.23677 -4.15837 0.218
C -3.40969 2.38472 -3.23821 -0.625
H -4.50925 2.32019 -3.22401 0.260
H -3.15136 3.45436 -3.23391 0.235
H -3.06719 1.93792 -4.18209 0.230
C 1.13423 -2.54051 4.10860 -0.623
H 0.87089 -1.51667 4.40035 0.218
H 0.61328 -3.21368 4.80374 0.261
H 2.20724 -2.68708 4.28473 0.245
H 1.15013 -3.83145 2.37486 0.261
H -3.22545 0.58113 -2.11304 0.226
H 3.32944 -0.63377 0.87538 0.238
H 0.74055 2.95624 -1.75897 0.239
O -0.57582 2.05101 2.57985 -0.237
H 1.70192 0.12655 -1.57045 0.433
H 1.02345 1.05460 0.16082 -0.373
C -4.04406 -2.62805 0.52190 -0.653
C -3.46274 -1.23821 0.33389 -0.048
O -2.12978 -1.40681 -0.30369 -0.827
H -3.42418 -3.18770 1.23201 0.233
H -4.08243 -3.16004 -0.43235 0.233
H -5.06728 -2.57088 0.90554 0.285
H -3.26779 -0.71644 1.27601 0.199
H -4.03724 -0.55788 -0.31019 0.215
H -2.19698 -2.11923 -0.96859 0.544
```

Computed properties:
net charge: +3
frontier orbital gap: 6.550 eV

No. 2
DFT (ωB97M-V with the def2-TZVPD basis set) results for a 10-piece molecular cluster, C18H27ClF18N4O20S6 overall.

Geometry as XYZ:
```
94
Properties=species:S:1:pos:R:3:lowdin_charge:R:1
C 2.14589 -0.01679 -7.19878 0.007
C 3.36732 0.26011 -6.31460 -0.356
O 4.40799 0.62110 -6.77098 0.125
N 3.08176 0.47220 -4.81705 0.081
H 2.11906 0.48440 -4.51184 -0.040
H 3.46325 -0.35621 -4.38310 0.107
C 3.64404 1.74194 -4.07835 0.028
H 1.56642 0.89829 -7.32099 0.085
H 1.59429 -0.73823 -6.59598 0.070
H 2.32845 -0.47953 -8.16865 0.085
H 3.44528 1.58625 -3.01800 0.061
H 3.32345 2.71112 -4.46045 0.100
H 4.71682 1.55242 -4.11477 0.081
C 1.84322 2.59454 0.88306 0.044
C 3.13315 2.72885 0.00424 -0.304
O 3.10401 3.20315 -1.14376 0.090
N 4.43660 2.13631 0.50606 0.117
H 4.16888 1.53826 1.27468 0.085
H 4.77113 1.61460 -0.29144 0.169
C 5.46290 3.20709 0.96606 0.041
H 1.54396 1.55922 1.04632 0.081
H 1.07067 3.20689 0.41800 0.088
H 1.96167 2.93269 1.91249 0.092
H 4.97996 4.09673 1.37030 0.102
H 6.20088 3.39222 0.18553 0.093
H 5.97806 2.80753 1.83959 0.095
C 1.39276 -2.34472 -0.81822 -0.055
C 1.33836 -0.77348 -0.77130 -0.159
N 0.08778 -0.30264 -0.13394 -0.011
C -0.77230 0.73603 -0.55664 -0.035
C -1.80448 0.85029 0.30413 -0.041
N -1.56349 0.08988 1.44691 -0.006
C -0.42935 -0.65174 1.14555 0.033
C -2.40050 -0.10416 2.69576 0.045
H 2.12726 -2.70315 -1.53942 0.053
H 0.40420 -2.80384 -0.82612 0.073
H 1.67306 -2.77082 0.14509 0.047
H 1.48573 -0.38451 -1.77881 0.091
H 2.20658 -0.55736 -0.14874 0.077
H -0.65695 1.17551 -1.53641 0.073
H -2.67878 1.48151 0.36385 0.107
H -0.02897 -1.40661 1.80606 0.123
H -2.54156 0.88632 3.12837 0.071
H -1.79873 -0.67984 3.39901 0.088
H -3.38363 -0.53704 2.51088 0.092
Cl -0.10792 1.05854 -4.44095 -0.464
C -0.96092 5.35143 1.93943 -0.697
F -0.80054 5.08887 0.69775 0.153
F 0.19404 5.81487 2.44455 0.102
F -1.90716 6.28114 1.99965 0.114
S -1.67568 3.70120 2.80018 0.506
O -2.06275 4.09468 4.15533 -0.350
O -2.82540 3.15188 2.02821 -0.340
O -0.57356 2.75854 2.72809 -0.362
C -1.13947 -5.28805 0.97129 -0.608
F -0.57724 -6.22251 1.75038 0.098
F -0.07263 -4.63844 0.41298 0.061
F -1.81782 -5.79695 -0.05164 0.112
S -2.32366 -4.04981 1.98264 0.508
O -2.91636 -3.12310 0.96341 -0.355
O -3.32602 -4.91121 2.64741 -0.372
O -1.45447 -3.42810 2.96641 -0.368
C -5.51965 0.79477 -0.18736 -0.699
F -5.90848 1.14440 0.96431 0.192
F -5.12831 1.92545 -0.89601 0.054
F -4.45627 0.04971 -0.12838 0.145
S -7.01349 -0.08509 -1.08753 0.513
O -6.68284 0.08650 -2.56578 -0.440
O -6.93177 -1.48771 -0.62507 -0.374
O -8.24436 0.60728 -0.75954 -0.374
C -5.62382 0.29888 5.17074 -0.594
F -5.49983 -0.24558 3.93431 0.093
F -4.92713 -0.51381 5.96044 0.107
F -5.19420 1.58355 5.21287 0.105
S -7.57096 0.14833 5.59922 0.468
O -8.29134 0.68286 4.42250 -0.384
O -7.82487 -1.28319 5.72529 -0.377
O -7.87746 0.96768 6.76786 -0.404
C 2.08014 -0.39698 4.52237 -0.637
F 1.73641 -1.46493 5.25330 0.129
F 0.98906 0.17198 3.97617 0.123
F 2.78863 0.46722 5.22185 0.136
S 3.16265 -1.04832 3.06301 0.488
O 3.81405 0.20832 2.62998 -0.399
O 4.14451 -1.95375 3.61519 -0.330
O 2.32012 -1.64870 2.08244 -0.297
C 2.68061 -4.52170 -5.59031 -0.652
F 2.10985 -5.54340 -4.92080 0.113
F 3.38348 -5.16781 -6.51588 0.111
F 1.81751 -3.72334 -6.16997 0.135
S 3.73075 -3.38216 -4.40067 0.507
O 4.06670 -4.18203 -3.23726 -0.342
O 4.89637 -2.95652 -5.18836 -0.371
O 2.80502 -2.32980 -3.89805 -0.373
```

Computed properties:
net charge: -4
frontier orbital gap: 4.445 eV

no.,E_tot (eV),strongest force on any atom (eV/Å),LUMO energy (eV)
1,-45832.23068,11.016,-12.29
2,-192459.94083,4.369,4.53